Density functional theory data (ωB97M-V with the def2-TZVPD basis set) for C36H29F3N2NiO4S2Si as an isolated structure.

```
78
Properties=species:S:1:pos:R:3:forces:R:3:mulliken_charge:R:1
Ni -2.418 0.790 0.725 -0.530 0.273 1.748 0.12
C 0.249 -0.198 4.167 -0.157 0.075 -0.063 -1.97
C -0.739 -0.375 3.029 0.033 0.638 0.013 0.81
N -1.153 0.677 2.380 -0.773 -0.266 -0.995 0.94
N -0.584 1.863 2.782 0.312 0.284 0.416 -0.90
C -0.996 2.941 2.210 0.335 -0.237 0.173 0.30
S -2.158 3.166 0.997 -0.270 -1.120 -0.359 -0.43
S -0.041 4.381 2.748 -0.021 0.059 -0.212 -0.21
C 1.377 4.116 1.599 -0.309 0.053 0.280 -0.89
C 2.567 3.522 2.285 0.125 -0.036 -0.006 0.38
C 3.412 4.318 3.057 -0.049 -0.018 -0.043 -0.41
C 4.521 3.777 3.686 0.034 0.019 0.037 -0.47
C 4.805 2.424 3.554 -0.001 0.022 -0.013 -0.42
C 3.963 1.621 2.798 0.061 -0.043 0.041 -1.02
C 2.852 2.165 2.169 -0.049 -0.045 -0.024 0.14
C -1.210 -1.715 2.739 -0.232 -0.304 -0.244 0.60
C -0.559 -2.810 3.337 -0.015 0.028 -0.027 -0.59
C -0.983 -4.109 3.181 0.072 -0.129 0.047 -1.08
C -2.124 -4.358 2.404 0.040 0.052 -0.035 -0.40
C -2.765 -3.330 1.769 -0.116 0.059 -0.042 -0.52
C -2.321 -1.973 1.862 0.407 0.003 0.365 0.35
O -2.929 -1.089 1.188 -0.339 1.046 -0.815 -0.26
H 0.151 0.807 4.560 0.098 0.023 0.027 0.47
H 1.275 -0.316 3.808 -0.003 -0.001 -0.008 0.30
H 0.068 -0.923 4.959 -0.004 0.001 -0.064 0.57
H 1.610 5.091 1.174 0.062 -0.032 -0.056 0.61
H 1.002 3.458 0.817 0.029 0.079 -0.128 0.02
H 3.181 5.372 3.168 0.034 0.009 -0.007 0.37
H 5.168 4.411 4.282 -0.005 0.005 -0.009 0.35
H 5.679 2.002 4.034 -0.018 -0.013 0.015 0.37
H 4.176 0.564 2.698 -0.033 -0.001 -0.028 0.43
H 2.190 1.532 1.588 -0.019 0.025 -0.015 0.56
H 0.329 -2.630 3.930 -0.036 -0.028 -0.008 0.28
H -0.442 -4.925 3.645 -0.004 0.029 0.015 0.36
H -2.490 -5.373 2.293 0.000 0.012 -0.032 0.35
H -3.630 -3.505 1.141 0.008 0.013 0.004 0.41
O -0.845 0.458 -0.542 0.443 -0.433 -0.536 1.16
Si -0.161 -0.226 -1.772 0.452 0.153 -0.207 -1.29
C -1.272 -0.681 -3.253 -0.068 0.098 0.150 0.21
C -2.602 -0.257 -3.241 0.048 0.022 0.085 -0.84
C -3.471 -0.560 -4.281 -0.076 -0.021 -0.101 -0.58
C -3.018 -1.286 -5.374 0.018 0.004 0.016 -0.32
C -1.694 -1.709 -5.412 0.024 -0.029 -0.058 -0.76
C -0.838 -1.413 -4.361 0.048 -0.018 0.014 0.11
C 0.823 -1.834 -1.430 -0.065 0.120 -0.033 0.50
C 0.499 -2.658 -0.353 -0.053 0.032 0.011 -0.46
C 1.158 -3.860 -0.128 0.038 -0.072 0.011 -0.39
C 2.161 -4.272 -0.993 0.022 -0.006 -0.001 -0.42
C 2.510 -3.466 -2.070 0.027 -0.031 -0.019 -0.92
C 1.852 -2.261 -2.275 0.024 0.000 0.008 -0.18
C 1.212 0.882 -2.527 -0.132 -0.208 -0.144 0.25
C 2.427 1.048 -1.859 -0.033 0.059 0.046 0.10
C 3.466 1.788 -2.407 0.038 0.021 0.058 -0.82
C 3.310 2.384 -3.651 -0.002 0.031 -0.038 -0.35
C 2.107 2.245 -4.329 0.025 0.058 -0.021 -0.68
C 1.074 1.503 -3.769 0.013 0.036 0.038 -0.31
H -2.962 0.313 -2.395 -0.102 0.038 0.079 0.39
H -4.503 -0.233 -4.227 0.019 0.017 0.020 0.47
H -3.687 -1.527 -6.192 -0.019 0.008 0.014 0.34
H -1.332 -2.277 -6.264 0.003 -0.002 0.013 0.36
H 0.187 -1.766 -4.406 -0.015 -0.005 -0.007 0.22
H -0.285 -2.346 0.324 -0.040 -0.002 0.053 0.39
H 0.884 -4.474 0.723 -0.034 0.020 0.014 0.44
H 2.675 -5.214 -0.830 -0.006 0.003 0.013 0.35
H 3.297 -3.779 -2.748 0.008 0.016 0.010 0.36
H 2.157 -1.630 -3.104 0.006 -0.018 -0.003 0.36
H 2.558 0.582 -0.887 0.055 -0.023 -0.021 0.44
H 4.400 1.898 -1.867 -0.013 0.000 0.018 0.38
H 4.120 2.958 -4.087 0.000 -0.003 0.003 0.36
H 1.976 2.715 -5.298 -0.011 0.001 0.004 0.36
H 0.136 1.403 -4.305 0.030 -0.022 -0.039 0.36
F -6.932 1.595 1.127 -0.092 0.060 -0.147 -0.32
C -5.831 0.821 0.972 0.338 0.382 -0.049 0.81
F -4.965 1.244 1.914 -0.121 -0.218 -0.086 -0.23
F -6.211 -0.424 1.299 0.076 -0.193 -0.073 -0.29
C -5.259 0.936 -0.507 -0.351 0.118 0.597 0.35
O -6.122 0.849 -1.372 0.159 -0.086 -0.068 -0.71
O -4.027 1.163 -0.609 0.650 -0.434 0.426 -0.71
```
Forces are in eV/Å.

Output
highest occupied orbital energy = -2.116 eV
lowest unoccupied orbital energy = 4.146 eV
net charge = -2
2S+1 = 1
energy relative to the best compared isomer or geometry (same formula, charge and spin) = 0.4 kcal per mole
Kohn-Sham gap = 6.262 eV